[1]
{"formula": "C23H26BrClN2O2S", "method": "ωB97M-V with the def2-TZVPD basis set", "elements": ["Br", "Cl", "S", "O", "O", "N", "N", "C", "C", "C", "C", "C", "C", "C", "C", "C", "C", "C", "C", "C", "C", "C", "C", "C", "C", "C", "C", "C", "C", "C", "H", "H", "H", "H", "H", "H", "H", "H", "H", "H", "H", "H", "H", "H", "H", "H", "H", "H", "H", "H", "H", "H", "H", "H", "H", "H"], "positions_angstrom": [[-1.1366, 5.0149, -3.4154], [-4.3338, 0.6221, -0.0936], [2.2378, 0.0568, 1.8624], [2.1724, -3.9387, 4.4437], [2.0143, -5.8000, 3.2600], [0.8808, -0.2887, -0.3932], [0.5754, 1.7211, 0.8096], [1.9297, -4.6067, 3.3035], [0.2235, 0.1952, -1.5925], [2.0243, 1.9211, -1.9713], [-0.4549, -2.4646, 1.2083], [1.5011, 4.1165, -2.7983], [1.1421, 0.4823, 0.6826], [-0.2503, 2.4888, -2.4717], [0.7620, -4.0982, -0.2749], [1.5006, -3.7324, 2.1347], [0.1681, 3.7508, -2.8506], [-1.7832, 1.2761, 0.3974], [-0.7115, 2.1573, 0.5001], [2.4280, 3.1862, -2.3597], [1.8195, -4.4011, 0.7915], [-0.9385, 3.5222, 0.3319], [-0.0103, -3.4950, 2.2477], [-2.1972, 3.9813, 0.0044], [1.3454, -1.6606, -0.4207], [0.2154, -2.6727, -0.1634], [0.6812, 1.5671, -2.0156], [-3.2712, 3.1133, -0.1657], [-4.6248, 3.6112, -0.5562], [-3.0349, 1.7599, 0.0559], [2.8032, -4.0767, 0.4496], [2.1228, -1.7587, 0.3350], [-1.5403, -2.5188, 1.1048], [0.4700, -0.5126, -2.3908], [-4.9672, 3.1083, -1.4597], [1.8080, 5.1078, -3.0928], [2.1066, -2.9796, 4.3321], [-0.0739, -4.7913, -0.1740], [-0.8672, 0.1968, -1.4803], [-0.1174, 4.2141, 0.4452], [-0.5264, -4.4442, 2.0982], [-0.2103, -1.4697, 1.5841], [-4.6019, 4.6817, -0.7376], [-1.6537, 0.2268, 0.6116], [-0.2699, -3.1326, 3.2450], [1.1930, -4.2529, -1.2657], [-1.2974, 2.2306, -2.5180], [-0.5364, -2.5303, -0.9485], [2.0071, -2.7647, 2.2208], [2.7556, 1.2082, -1.6207], [-2.3546, 5.0392, -0.1402], [1.0895, 2.3193, 1.4447], [1.8682, -5.4802, 0.9512], [3.4724, 3.4547, -2.3175], [-5.3479, 3.4009, 0.2312], [1.7934, -1.8612, -1.3985]], "homo_lumo_gap_ev": 8.6, "lumo_energy_ev": 0.31, "homo_energy_ev": -8.326, "relative_energy_kcal_mol": 8.7, "smiles": "Cc1ccc(NC(=S)N(Cc2cccc(Br)c2)C[C@H]2CC[C@H](C(=O)O)CC2)cc1Cl", "total_charge": 0, "e_tot_ev": -124750.0908, "max_force_ev_per_a": 0.79}

=====

[2]
{"formula": "C23H26ClINO3PtS", "method": "ωB97M-V with the def2-TZVPD basis set", "elements": ["Pt", "I", "Cl", "S", "O", "O", "O", "N", "C", "C", "C", "C", "C", "C", "C", "C", "C", "C", "C", "C", "C", "C", "C", "C", "C", "C", "C", "C", "C", "C", "C", "H", "H", "H", "H", "H", "H", "H", "H", "H", "H", "H", "H", "H", "H", "H", "H", "H", "H", "H", "H", "H", "H", "H", "H", "H", "H"], "positions_angstrom": [[0.9289, -2.0974, 0.6353], [4.1433, -3.5583, 1.1850], [-1.0389, -4.6928, -1.8329], [1.5612, 1.4007, 1.3899], [1.0193, 0.3938, 0.4227], [0.2587, -6.0791, 1.2137], [1.0003, -4.0989, 0.5241], [-1.1243, -1.7729, 0.7753], [-1.2631, -4.8028, -0.0469], [0.5571, 2.9280, 1.1780], [-2.9821, 1.5842, 1.0710], [-1.1901, 2.8800, -0.6042], [-2.4628, 2.5620, -1.0619], [-0.8163, 2.5703, 0.6964], [2.5470, 1.5152, -3.0792], [2.7023, 3.8771, -2.6729], [-1.9112, -2.0450, 1.8718], [-1.3976, -1.1142, -1.6138], [2.9530, -1.8019, 0.6847], [-1.2839, -2.3778, 3.1907], [-1.9613, -1.4779, -0.2783], [2.8992, 3.6263, -1.3219], [3.1037, 2.0517, 0.6276], [-3.3601, 1.9196, -0.2235], [-1.7171, 1.9073, 1.5272], [2.5235, 2.8206, -3.5547], [2.7487, 1.2644, -1.7300], [-3.2391, -1.9477, 1.5157], [-3.2688, -1.5885, 0.1355], [2.9304, 2.3205, -0.8366], [0.0874, -5.0217, 0.6352], [-2.1968, -0.9711, -2.3439], [3.3839, -1.5059, -0.2729], [3.2500, -1.0910, 1.4584], [-0.7380, -1.9020, -1.9805], [3.0457, 4.4559, -0.6376], [1.0555, 3.5807, 0.4655], [-4.0896, -2.1377, 2.1569], [2.4063, 0.6855, -3.7601], [-0.9749, -1.4714, 3.7219], [-3.6676, 1.0560, 1.7190], [-2.7477, 2.8103, -2.0769], [-0.3928, -2.9893, 3.0367], [-0.4793, 3.3703, -1.2621], [2.7463, 0.2468, -1.3637], [2.6856, 4.8977, -3.0352], [-4.1510, -1.4374, -0.4731], [2.3737, 3.0125, -4.6098], [0.5458, 3.3836, 2.1697], [3.3565, 2.9521, 1.1919], [3.8451, 1.2761, 0.8219], [-4.3491, 1.6618, -0.5803], [-1.4194, 1.6305, 2.5339], [-1.9011, -5.6574, 0.1411], [-0.8118, -0.1921, -1.5453], [-1.7452, -3.8860, 0.2700], [-1.9775, -2.9234, 3.8318]], "homo_lumo_gap_ev": 6.2, "lumo_energy_ev": 2.01, "homo_energy_ev": -4.162, "relative_energy_kcal_mol": 23.9, "total_charge": -1, "e_tot_ev": -66611.6963, "max_force_ev_per_a": 2.11}

=====

[3]
{"formula": "C23H26ClIrN2O3PS3", "method": "ωB97M-V with the def2-TZVPD basis set", "elements": ["Ir", "Cl", "S", "S", "S", "P", "O", "O", "O", "N", "N", "C", "C", "C", "C", "C", "C", "C", "C", "C", "C", "C", "C", "C", "C", "C", "C", "C", "C", "C", "C", "C", "C", "C", "H", "H", "H", "H", "H", "H", "H", "H", "H", "H", "H", "H", "H", "H", "H", "H", "H", "H", "H", "H", "H", "H", "H", "H", "H", "H"], "positions_angstrom": [[-0.3114, -0.4609, 0.9699], [-1.7179, -2.1901, -0.8539], [0.0354, -0.7240, 3.6583], [-1.7288, 1.2038, 0.1807], [-0.4340, -2.3880, 2.4368], [1.1150, -0.7481, -0.9019], [-1.2020, 0.0238, 3.3986], [1.1326, -0.1340, 2.8390], [0.3500, -1.0522, 5.0010], [-3.6173, 1.0637, 2.0734], [-2.1564, 2.8594, 2.2274], [2.8712, -0.4975, -0.6421], [3.3965, -0.9002, 0.5873], [-4.2714, 0.0617, 1.2355], [-3.9419, 0.9408, 3.4994], [0.6079, 0.2776, -2.2988], [0.1072, -0.2622, -3.4788], [-3.0247, 3.6820, 3.0736], [0.5792, -5.1125, -2.3030], [4.7556, -0.7873, 0.8259], [-0.8124, 3.4057, 2.0114], [3.7050, 0.0325, -1.6224], [-0.1927, 1.9504, -4.3693], [0.7094, 1.6637, -2.1627], [0.3168, 2.4952, -3.1964], [2.0079, -3.2114, -1.9387], [5.5880, -0.2620, -0.1551], [-0.3121, -3.0880, -1.4351], [-0.5144, -4.3904, -1.8406], [-2.5581, 1.7455, 1.6353], [1.8335, -4.5254, -2.3512], [5.0649, 0.1503, -1.3721], [0.9303, -2.4647, -1.4717], [-0.2987, 0.5760, -4.5095], [-4.8501, 1.4821, 3.7623], [-1.5005, -4.8286, -1.7900], [-2.8674, 3.4889, 4.1330], [3.3000, 0.3524, -2.5742], [-4.0901, -0.1196, 3.7000], [-0.6900, 0.1521, -5.4238], [2.9920, -2.7619, -1.9712], [-2.7844, 4.7222, 2.8643], [-0.5826, 4.0437, 2.8607], [0.4411, -6.1369, -2.6195], [-5.3062, -0.0124, 1.5630], [-3.1054, 1.2707, 4.1038], [6.6484, -0.1670, 0.0349], [5.7164, 0.5648, -2.1294], [1.0985, 2.0960, -1.2478], [-4.2481, 0.3577, 0.1914], [-4.0653, 3.5112, 2.8118], [2.6818, -5.0928, -2.7077], [-0.0761, 2.6057, 1.9699], [0.0333, -1.3340, -3.6063], [-0.7764, 3.9906, 1.0918], [2.7434, -1.2804, 1.3624], [-0.5038, 2.6014, -5.1751], [5.1619, -1.0954, 1.7793], [0.4055, 3.5672, -3.0864], [-3.7876, -0.9108, 1.3529]], "homo_lumo_gap_ev": [8.1, 6.0], "spin_multiplicity": 5, "lumo_energy_ev": [-2.13, -5.85], "homo_energy_ev": [-10.182, -11.865], "relative_energy_kcal_mol": 0.0, "s2": 6.017, "total_charge": 1, "e_tot_ev": -90544.3630, "max_force_ev_per_a": 0.42}

=====

[4]
{"formula": "C23H26N2O5", "method": "ωB97M-V with the def2-TZVPD basis set", "elements": ["O", "O", "O", "O", "O", "N", "N", "C", "C", "C", "C", "C", "C", "C", "C", "C", "C", "C", "C", "C", "C", "C", "C", "C", "C", "C", "C", "C", "C", "C", "H", "H", "H", "H", "H", "H", "H", "H", "H", "H", "H", "H", "H", "H", "H", "H", "H", "H", "H", "H", "H", "H", "H", "H", "H", "H"], "positions_angstrom": [[2.8155, 2.6746, -0.1172], [0.0657, -2.6777, -0.4801], [-1.7142, 1.6444, 1.1724], [0.9635, 1.1583, -2.6564], [-2.8873, -3.0195, 0.4823], [0.5155, -0.0936, -2.8732], [-0.7914, -2.4989, -2.5832], [0.9109, 0.1724, -0.6831], [4.1386, 0.1745, 0.1498], [2.7296, 2.0333, 1.1151], [-0.0823, -2.0599, -1.5167], [-2.8312, -0.1791, -1.7386], [3.2934, 0.1627, 2.5043], [2.6026, 0.7324, 3.5564], [0.4863, -0.7037, -1.7117], [1.6326, 2.6880, -0.8846], [1.1941, 1.3342, -1.3449], [1.4549, 4.0050, 2.0485], [-2.3010, -0.7074, 0.9204], [-2.7119, -1.7345, 0.0784], [2.0076, 1.9706, 3.3981], [-2.3710, -3.4128, 1.7316], [-2.1483, 0.5833, 0.4280], [-2.4392, 0.8506, -0.9060], [-1.8953, -3.4127, -2.4041], [-1.4416, 1.4375, 2.5375], [2.0671, 2.6422, 2.1847], [-3.2111, -2.6240, -2.2184], [3.3720, 0.8030, 1.2742], [-2.9655, -1.4776, -1.2760], [1.4905, 4.5274, 3.0021], [-1.9646, -4.0822, -3.2642], [-2.9034, -2.9358, 2.5615], [2.5421, 0.2210, 4.5057], [-3.0224, 0.0319, -2.7809], [-1.3016, -3.1934, 1.7933], [-3.5492, -2.2389, -3.1819], [3.7788, -0.7942, 2.6279], [4.1707, 0.8382, -0.7094], [-2.3218, 1.0652, 3.0711], [0.8004, 3.1408, -0.3275], [-0.6038, 0.7473, 2.6823], [1.4953, 2.4329, 4.2299], [-1.1703, 2.4128, 2.9376], [3.6767, -0.7674, -0.1451], [-1.6832, -3.9927, -1.5051], [0.9757, -0.0458, 0.3602], [-2.0765, -0.9238, 1.9506], [0.4096, 3.9347, 1.7436], [-3.9690, -3.2969, -1.8180], [1.8556, 3.3029, -1.7606], [-2.3275, 1.8574, -1.2747], [-2.5230, -4.4899, 1.7846], [5.1582, -0.0371, 0.4676], [1.9941, 4.5904, 1.3068], [-0.8546, -1.8530, -3.3584]], "homo_lumo_gap_ev": 8.7, "lumo_energy_ev": 0.70, "homo_energy_ev": -8.031, "relative_energy_kcal_mol": 93.8, "smiles": "COc1ccc(CCNC(=O)c2cc(COc3c(C)cccc3C)on2)c(OC)c1", "total_charge": 0, "e_tot_ev": -37489.2990, "max_force_ev_per_a": 1.15}